# 1
{
  "formula": "C2HBrCl2F2",
  "method": "ωB97M-V/def2-TZVPD",
  "homo_energy_ev": -11.0,
  "lumo_ha": 0.0141,
  "e_above_lowest_kcal_mol": 0.00,
  "e_tot_ha": -3770.9437,
  "total_charge": 0,
  "symbols": ["F", "Cl", "Br", "Cl", "C", "C", "H", "F"],
  "positions_angstrom": [[0.931, -1.477, 0.393], [1.242, -0.185, -1.784], [-1.288, -0.002, 1.902], [-1.008, 1.767, -0.593], [-0.750, 0.134, 0.040], [0.724, -0.236, -0.074], [-1.356, -0.575, -0.527], [1.506, 0.575, 0.642]],
  "forces_ev_per_angstrom": [[-0.20, -0.08, -0.12], [-0.05, -0.09, 0.31], [0.00, 0.02, -0.24], [-0.10, -0.26, 0.15], [-0.22, 0.19, 0.13], [0.47, -0.16, -0.28], [0.18, 0.18, 0.11], [-0.08, 0.20, -0.07]],
  "nbo_charge": [-0.313, -0.028, 0.079, 0.029, -0.357, 0.641, 0.255, -0.308]
}

---

# 2
{
  "formula": "C43H42MnN5O4Si",
  "method": "ωB97M-V/def2-TZVPD",
  "spin_multiplicity": 6,
  "homo_energy_ev": [-2.9, -4.3],
  "lumo_ha": [0.0748, 0.0747],
  "e_tot_ha": -3679.0138,
  "total_charge": -1,
  "symbols": ["H", "N", "C", "C", "C", "C", "H", "C", "H", "C", "C", "H", "C", "C", "C", "N", "C", "C", "H", "C", "H", "H", "H", "Si", "C", "H", "H", "C", "O", "C", "O", "H", "H", "H", "C", "C", "C", "H", "C", "H", "C", "C", "H", "H", "C", "H", "H", "H", "H", "C", "H", "H", "O", "C", "H", "C", "O", "H", "H", "H", "C", "C", "C", "H", "H", "C", "H", "H", "C", "H", "C", "C", "H", "C", "C", "H", "H", "C", "H", "H", "C", "Mn", "C", "C", "H", "N", "H", "H", "H", "C", "C", "H", "N", "C", "C", "N"],
  "positions_angstrom": [[0.107, 0.815, -5.308], [-1.361, 0.611, 1.149], [0.100, -1.034, -3.678], [-1.165, 4.206, -4.001], [3.487, 1.024, -2.208], [2.985, 3.953, 0.041], [2.671, 2.033, 2.025], [-1.525, 3.667, 4.044], [-1.502, -5.025, -0.032], [-2.912, -1.468, -2.068], [-1.831, 3.260, 0.292], [0.056, 2.765, -6.802], [-1.118, 3.102, -3.160], [-1.482, 1.614, 2.139], [-2.520, -0.192, -2.484], [-0.357, -1.419, -0.010], [2.547, 1.601, 0.055], [-2.102, -0.523, 1.339], [3.153, 2.831, -3.291], [-3.525, 0.657, -2.956], [-1.102, -3.078, -6.164], [-1.816, 4.981, 2.370], [-2.802, -3.264, 1.263], [-0.677, 0.261, -2.537], [0.391, -2.317, -0.719], [1.745, 2.311, -2.362], [-1.459, 3.222, -2.143], [-4.234, -1.881, -2.114], [-3.119, -0.645, 2.008], [0.994, -2.767, -5.702], [3.486, 2.632, -0.065], [-2.058, -0.605, 4.122], [6.058, -1.273, -0.383], [-0.771, 4.950, -5.979], [-1.906, -3.022, 0.709], [-1.679, 3.956, 2.696], [-0.045, -3.651, -0.747], [0.915, 0.932, 2.517], [-1.320, 1.313, 3.505], [3.912, -0.819, 1.834], [5.339, -0.611, -0.854], [-0.782, -1.712, -4.535], [-0.592, -0.071, 4.969], [2.143, -0.462, -3.666], [-4.851, 0.248, -3.019], [2.168, 1.485, -3.845], [1.354, -3.400, -6.508], [2.788, 4.233, 1.083], [-0.973, 2.885, -0.266], [-0.279, 2.869, -5.776], [-3.273, 1.651, -3.303], [-6.245, -1.344, -2.651], [1.257, 1.972, -0.277], [-0.739, 4.093, -5.317], [-0.519, -0.695, 3.310], [3.815, -1.378, 0.902], [2.152, -2.275, -2.300], [5.023, 1.368, -3.598], [3.763, 4.603, -0.355], [-1.899, 4.337, 0.126], [1.569, -1.723, -1.319], [-1.105, -0.089, 4.006], [4.752, 0.857, -2.679], [-1.532, 4.461, 4.780], [2.814, -1.811, 0.863], [2.582, 1.962, -2.956], [2.069, 4.083, -0.533], [4.523, -2.206, 0.924], [3.033, 0.382, -0.908], [0.517, -4.369, -1.328], [-0.660, 1.857, -3.596], [-5.212, -1.022, -2.596], [-2.724, 2.780, -0.114], [4.106, -0.505, -0.291], [1.901, -2.127, -4.902], [-1.844, -1.508, -4.465], [-1.226, 2.111, 5.483], [-1.661, 2.947, 1.744], [1.799, -0.433, 2.283], [-2.160, -2.181, -1.756], [-1.349, 2.352, 4.433], [0.258, 0.371, -0.148], [-1.165, -3.996, -0.028], [5.704, 0.056, -2.036], [6.693, -0.072, -2.456], [1.762, -0.406, -0.977], [-4.497, -2.880, -1.786], [-5.603, 0.924, -3.408], [-1.537, 5.153, -3.629], [1.513, -1.334, -3.779], [-0.380, -2.587, -5.528], [2.966, -2.279, -5.045], [1.483, 0.425, 1.843], [-0.244, 1.768, -4.930], [-1.480, -1.729, 0.659], [2.638, 1.182, 1.475]],
  "forces_ev_per_angstrom": [[0.03, 0.02, -0.04], [-0.08, -0.45, 0.12], [0.34, -0.74, 0.20], [0.03, -0.03, -0.03], [0.05, 0.03, 0.02], [0.01, -0.01, 0.03], [0.03, 0.01, -0.03], [0.01, -0.01, -0.02], [0.00, 0.00, 0.02], [0.02, -0.04, -0.08], [0.04, 0.01, -0.04], [-0.01, 0.00, -0.01], [0.02, 0.00, 0.05], [-0.02, -0.03, -0.14], [-0.08, 0.03, 0.03], [0.30, 0.03, -0.42], [-0.12, -0.33, 0.09], [0.08, -0.10, -0.14], [0.00, -0.01, -0.02], [-0.04, 0.05, 0.08], [-0.01, 0.03, -0.05], [0.00, 0.01, 0.00], [0.01, -0.03, 0.01], [-0.26, 0.27, -0.57], [-0.07, -0.07, 0.49], [-0.01, -0.02, 0.04], [-0.02, -0.01, 0.02], [-0.01, 0.02, 0.00], [0.00, 0.01, 0.01], [-0.13, -0.41, -0.22], [-0.06, 0.13, -0.28], [0.00, 0.00, 0.00], [0.01, -0.02, -0.02], [0.01, 0.01, 0.00], [0.08, -0.16, -0.17], [0.01, -0.01, 0.02], [0.10, 0.27, -0.16], [-0.04, 0.04, -0.08], [0.04, 0.00, 0.03], [0.00, 0.00, 0.00], [0.04, 0.03, -0.08], [-0.24, -0.01, 0.32], [0.01, 0.00, -0.01], [0.49, -0.52, 1.18], [0.00, 0.04, 0.04], [0.01, 0.05, -0.03], [0.01, 0.00, 0.01], [-0.03, -0.01, 0.01], [0.01, 0.05, 0.00], [0.04, -0.06, -0.04], [0.02, -0.01, -0.02], [-0.01, 0.01, 0.02], [0.55, -0.25, 0.43], [-0.03, 0.04, 0.02], [0.02, 0.02, -0.01], [0.00, -0.02, 0.00], [0.80, -0.82, 1.91], [0.01, 0.01, 0.01], [0.02, 0.00, 0.03], [-0.02, 0.00, 0.01], [0.55, 0.11, -0.94], [0.00, 0.00, 0.06], [0.00, -0.08, -0.06], [-0.02, 0.00, 0.01], [0.00, 0.02, 0.00], [0.00, -0.02, -0.02], [0.00, 0.00, -0.02], [0.00, -0.01, 0.00], [-0.40, 0.01, 0.06], [-0.02, -0.01, 0.00], [0.01, 0.03, -0.03], [-0.01, -0.02, 0.01], [0.02, -0.04, -0.01], [-0.01, -0.03, -0.02], [0.24, -0.02, 0.72], [-0.01, -0.01, 0.09], [0.02, 0.01, 0.00], [-0.02, 0.03, -0.01], [-0.04, -0.01, -0.03], [0.01, -0.01, -0.04], [-0.01, 0.01, 0.00], [-0.71, 1.01, 0.34], [-0.23, 0.02, 0.15], [-0.03, -0.01, 0.07], [0.01, 0.01, 0.01], [-0.16, -0.61, 0.23], [0.00, -0.01, 0.00], [-0.01, 0.00, 0.01], [0.01, 0.01, 0.01], [-1.69, 1.84, -3.44], [0.35, 0.08, 0.09], [0.00, 0.08, -0.18], [0.26, 0.09, 0.38], [-0.07, 0.06, 0.06], [0.03, 0.28, 0.05], [-0.04, 0.19, -0.04]],
  "mulliken_spin": [-0.004, 0.029, -0.090, 0.004, 0.307, 0.000, -0.003, 0.001, 0.019, -0.020, 0.024, 0.000, -0.016, 0.014, -0.125, 0.080, 0.049, -0.002, 0.017, -0.017, 0.002, 0.000, 0.004, -0.095, 0.235, 0.001, 0.004, 0.005, 0.021, -0.016, 0.005, 0.000, -0.001, -0.001, 0.061, -0.003, -0.052, -0.007, -0.007, 0.017, -0.134, -0.008, 0.000, -0.010, 0.004, 0.019, -0.001, 0.001, 0.003, 0.003, 0.000, 0.000, -0.008, -0.004, 0.001, 0.001, 0.098, -0.005, 0.000, -0.001, 0.112, 0.001, -0.153, 0.000, -0.001, -0.015, -0.001, 0.008, -0.013, 0.003, -0.004, -0.006, -0.002, 0.276, 0.038, 0.000, 0.000, -0.020, 0.001, -0.003, -0.002, 3.677, 0.137, 0.417, 0.023, -0.018, 0.001, 0.000, 0.000, 0.050, 0.032, 0.003, 0.055, -0.024, 0.025, 0.010]
}